# 1
2 unconnected molecules or ions with the total composition C3H10N2S, computed with the ωB97M-V functional and the def2-TZVPD basis.

Output
- Energy: -627.8719 Ha
- HOMO level (spin up / spin down): -7.67 / -7.72 eV
- Relative energy (zero: lowest compared OMol25 entry of this formula, charge and spin): 3.341 eV
- SMILES string: CN=S.CCN
- E_LUMO (spin up / spin down): -0.6 / -0.6 eV
- Orbital gap (spin up / spin down): 7.09 / 7.15 eV

Structure (XYZ):
```
16
C3H10N2S | the OMol25 dataset | the ωB97M-V functional and the def2-TZVPD basis
C 1.93607 0.46059 -0.27769
C -1.92842 0.79399 -0.73272
C 1.59368 -0.81131 0.32358
N 0.11974 -0.90050 0.47201
N -3.02054 0.08398 -0.18414
S -3.26213 -0.57159 1.19297
H 1.18595 0.57296 -1.18352
H 1.70600 1.31318 0.37849
H 2.86355 0.67521 -0.71931
H -1.86811 1.87024 -0.19171
H -0.91899 0.33775 -0.46104
H -2.04085 0.92153 -1.82117
H 2.07472 -1.62234 -0.14138
H 1.86825 -0.86679 1.39188
H -0.31311 -1.80299 0.52504
H 0.00420 -0.45390 1.42870
```

***

# 2
2 unconnected molecules or ions with the total composition C3H10N2S, computed with the ωB97M-V functional and the def2-TZVPD basis.

Output
- Energy: -627.9401 Ha
- HOMO level: -8.51 eV
- Relative energy (zero: lowest compared OMol25 entry of this formula, charge and spin): 1.484 eV
- SMILES string: [H]/N=C/N.CSC
- E_LUMO: 0.6 eV
- Orbital gap: 9.09 eV

Structure (XYZ):
```
16
C3H10N2S | the OMol25 dataset | the ωB97M-V functional and the def2-TZVPD basis
C 0.52227 0.17580 2.41105
S 1.91266 -0.69816 1.44508
C 3.39769 -0.37019 2.36693
H 0.55914 -0.25886 3.41885
H 0.78614 1.22136 2.16661
H -0.35476 -0.25999 1.95100
H 4.16889 0.13362 1.57036
H 3.96523 -1.31394 2.64771
H 3.29992 0.48385 3.09169
N -1.62569 -0.16137 -3.40512
C -2.88875 0.02963 -2.79714
N -3.86872 0.62948 -3.36887
H -0.84997 -0.54793 -2.84236
H -1.51753 0.54573 -4.15583
H -2.90343 -0.50852 -1.81878
H -4.60309 0.89948 -2.68117
```

***

# 3
2 unconnected molecules or ions with the total composition C3H10N2S, computed with the ωB97M-V functional and the def2-TZVPD basis.

Output
- Energy: -627.9688 Ha
- HOMO level: -8.73 eV
- Relative energy (zero: lowest compared OMol25 entry of this formula, charge and spin): 0.702 eV
- SMILES string: [H]/N=C/NC.CS
- E_LUMO: 0.9 eV
- Orbital gap: 9.62 eV

Structure (XYZ):
```
16
C3H10N2S | the OMol25 dataset | the ωB97M-V functional and the def2-TZVPD basis
C 2.01814 0.38483 0.97794
S 1.88192 -0.95706 -0.26864
H 2.05762 -0.04010 2.00046
H 2.98643 0.90526 0.82236
H 1.26780 1.18381 0.97994
H 1.41658 -0.16895 -1.21936
C -2.51523 -0.43966 1.20667
N -1.35183 -0.03469 0.33191
C -1.47113 0.93556 -0.65378
N -0.59981 1.06778 -1.62192
H -2.16902 -1.05944 2.04826
H -3.05561 0.43576 1.59058
H -3.17406 -1.06144 0.60028
H -0.62504 -0.68911 0.18492
H -2.33362 1.62961 -0.50801
H -1.01102 1.66143 -2.35617
```